Below is a 2-piece molecular cluster, C3H6NO2 overall, with properties calculated with the ωB97M-V functional and the def2-TZVPD basis.

HOMO energy, hartree: -0.141

Structure (ORCA input):
```
! wB97M-V def2-TZVPD RIJCOSX def2/J DEFGRID3
* xyz -1 1
C 1.35 1.93 -0.92
C 0.70 0.87 -0.38
N -0.38 0.23 -0.89
H 1.06 2.27 -1.91
H 2.26 2.28 -0.45
H 0.97 0.46 0.59
H -0.82 0.60 -1.71
H -0.73 -0.61 -0.36
O -1.50 -2.00 0.31
C -1.09 -2.00 1.51
O -0.51 -1.10 2.12
H -1.31 -2.94 2.08
*
```


Below is a 2-piece molecular cluster, C5H13N3 overall, with properties calculated with the ωB97M-V functional and the def2-TZVPD basis.

SMILES string: C=C(C)/N=C\N.CN
HOMO energy, hartree: -0.302

Structure (ORCA input):
```
! wB97M-V def2-TZVPD RIJCOSX def2/J DEFGRID3
* xyz 0 1
C 2.02 1.05 -1.85
C 0.85 1.21 -1.22
C -0.41 1.60 -1.94
N 0.70 1.15 0.15
C 1.09 0.19 0.88
N 1.68 -0.98 0.50
H 2.92 0.81 -1.32
H 2.11 1.22 -2.91
H -0.20 1.82 -2.98
H -0.84 2.47 -1.46
H -1.14 0.79 -1.89
H 0.98 0.32 1.96
H 1.63 -1.18 -0.49
H 1.57 -1.77 1.11
C -1.91 -1.27 2.21
N -1.45 -1.33 0.83
H -1.27 -0.59 2.76
H -1.82 -2.27 2.64
H -2.96 -0.94 2.32
H -1.48 -0.39 0.42
H -2.06 -1.92 0.28
*
```


Below is a 2-piece molecular cluster, C5H7ClN overall, with properties calculated with the ωB97M-V functional and the def2-TZVPD basis.

HOMO energy (alpha / beta), hartree: -0.448 / -0.449

Structure (ORCA input):
```
! wB97M-V def2-TZVPD RIJCOSX def2/J DEFGRID3
* xyz 1 1
C -0.55 1.59 -0.69
C -1.74 1.10 -0.10
C -0.08 0.33 -0.13
C -1.67 -1.40 0.66
C 3.16 -0.05 -0.49
N -1.36 -0.28 -0.14
Cl 4.18 -0.67 0.62
H -0.12 2.48 -0.99
H -2.43 1.72 0.62
H -2.70 -1.50 0.91
H -1.00 -1.39 1.60
H -1.51 -2.22 -0.07
H 2.96 0.98 -0.47
H 2.87 -0.69 -1.34
*
```


Below is C31H38NO2Pb as an isolated structure, with properties calculated with the ωB97M-V functional and the def2-TZVPD basis.

HOMO energy (alpha / beta), hartree: -0.385 / -0.381

Structure (ORCA input):
```
! wB97M-V def2-TZVPD RIJCOSX def2/J DEFGRID3
* xyz 1 1
O 0.13 -0.42 -6.32
C -0.05 0.88 -6.98
C -0.29 0.28 -8.37
H 0.87 1.49 -6.93
H -0.92 1.41 -6.59
C -0.07 -1.06 -7.62
H 0.49 0.54 -9.11
H -1.31 0.43 -8.75
C 1.17 -1.80 -8.11
H 2.05 -1.15 -8.15
H 0.97 -2.18 -9.12
H 1.38 -2.65 -7.45
C -1.29 -1.96 -7.63
H -2.19 -1.41 -7.31
H -1.12 -2.80 -6.95
H -1.45 -2.34 -8.65
Pb -0.05 -0.29 1.81
C -2.61 -1.20 2.89
C -2.42 0.22 3.08
C -2.52 0.85 1.78
H -2.35 0.74 4.04
C -2.84 -0.17 0.81
C -2.87 -1.44 1.50
H -3.14 -2.40 1.06
H -2.61 -1.95 3.67
H -2.40 1.91 1.59
H -3.09 -0.01 -0.23
C 0.87 -2.49 3.19
C 0.06 -3.20 2.26
C 0.57 -3.02 0.94
H -0.80 -3.83 2.53
C 1.72 -2.17 1.04
C 1.91 -1.83 2.43
H 2.69 -1.18 2.84
H 0.78 -2.54 4.28
H 0.21 -3.51 0.03
H 2.36 -1.86 0.20
O 0.01 -0.12 -0.69
C -0.42 -1.01 -1.75
C -0.74 -0.12 -2.93
H -1.28 -1.58 -1.41
H 0.38 -1.73 -1.97
C 0.14 1.10 -2.70
H -1.79 0.17 -2.86
H -0.58 -0.57 -3.91
C 0.13 1.24 -1.20
H -0.17 2.01 -3.21
H 1.17 0.88 -2.99
H -0.72 1.83 -0.85
H 1.04 1.71 -0.83
C 0.96 4.89 3.00
C 0.76 4.02 1.92
C 0.62 2.68 2.15
C 0.65 2.17 3.47
C 0.85 3.04 4.54
C 1.00 4.40 4.32
N 0.39 0.84 3.75
C 0.73 0.22 4.96
C 2.02 0.34 5.49
C 2.29 -0.11 6.77
C 1.27 -0.70 7.53
C -0.02 -0.88 6.98
C -0.27 -0.45 5.69
H 1.10 5.94 2.79
H 0.71 4.38 0.88
H 0.45 2.00 1.30
H 0.84 2.64 5.56
H 1.16 5.06 5.17
H 2.80 0.76 4.86
H 3.30 0.03 7.19
H 1.44 -1.02 8.56
H -0.83 -1.36 7.54
H -1.21 -0.59 5.17
*
```


Below is C18H19EuN3O2 as an isolated structure, with properties calculated with the ωB97M-V functional and the def2-TZVPD basis.

⟨S²⟩: 15.76
HOMO energy (alpha / beta), hartree: -0.536 / -0.536

Structure (ORCA input):
```
! wB97M-V def2-TZVPD RIJCOSX def2/J DEFGRID3
* xyz 2 8
O 1.65 3.31 1.29
C 0.69 4.11 2.02
C 0.45 3.59 3.48
C -0.86 2.67 3.62
C -0.72 1.57 2.52
C -1.61 1.69 1.32
C -1.45 0.66 0.24
C -2.33 0.75 -1.04
C -1.89 1.96 -2.00
O -0.61 1.67 -2.57
C -0.44 -0.48 0.32
N -0.38 -1.37 -0.82
C 0.56 -2.38 -0.67
C 0.75 -3.41 -1.87
C 0.94 -4.88 -1.68
C 1.04 -5.70 -2.92
C 0.93 -4.99 -4.21
N 0.78 -3.64 -4.42
C 0.68 -2.91 -3.27
C 1.42 -2.53 0.64
N 1.38 -1.65 1.79
C 0.42 -0.62 1.54
C 0.26 0.41 2.63
H 1.54 3.45 0.33
H -0.29 4.20 1.45
H 1.12 5.16 2.03
H 0.38 4.44 4.22
H 1.32 2.90 3.71
H -1.73 3.35 3.35
H -1.00 2.27 4.65
H -2.35 2.53 1.22
H -3.40 0.90 -0.71
H -2.33 -0.18 -1.66
H -1.88 2.88 -1.34
H -2.70 2.09 -2.77
H 0.06 2.08 -2.00
H 0.99 -5.34 -0.67
H 1.19 -6.81 -2.91
H 0.99 -5.63 -5.14
H 0.54 -1.79 -3.39
H 2.16 -3.43 0.68
H 0.86 0.38 3.58
Eu 2.88 -1.31 -0.59
*
```


Below is C24H30ClCrN4O7S as an isolated structure, with properties calculated with the ωB97M-V functional and the def2-TZVPD basis.

⟨S²⟩: 0.76
HOMO energy (alpha / beta), hartree: -0.314 / -0.315

Structure (ORCA input):
```
! wB97M-V def2-TZVPD RIJCOSX def2/J DEFGRID3
* xyz 0 2
Cr 0.18 0.96 -0.19
C 3.16 2.83 -1.61
C 1.70 2.78 -2.04
C 1.55 3.30 -3.46
O 1.26 1.40 -1.94
C 0.89 3.61 -1.03
O 0.90 4.82 -1.05
O 0.26 2.88 -0.12
H 3.77 2.28 -2.33
H 3.29 2.38 -0.63
H 3.48 3.87 -1.57
H 2.32 2.87 -4.10
H 1.66 4.38 -3.44
H 0.57 3.06 -3.86
H 0.49 1.29 -2.54
C -4.37 -5.37 0.01
C -3.22 -4.48 -0.42
C -2.03 -5.03 -0.89
C -0.99 -4.22 -1.31
C -1.14 -2.84 -1.25
C -2.32 -2.27 -0.79
C -3.35 -3.09 -0.38
S 0.20 -1.81 -1.76
O 1.28 -2.68 -2.12
O -0.29 -0.85 -2.71
N 0.56 -0.98 -0.38
C 1.56 -1.49 0.48
C 1.95 -2.79 0.67
C 2.99 -3.11 1.57
C 3.63 -2.15 2.30
C 3.25 -0.80 2.15
C 3.82 0.28 2.86
C 3.36 1.55 2.66
C 2.33 1.77 1.74
N 1.78 0.79 1.05
C 2.22 -0.49 1.25
H -4.01 -6.35 0.30
H -5.07 -5.50 -0.82
H -4.91 -4.93 0.84
H -1.93 -6.11 -0.94
H -0.06 -4.64 -1.69
H -2.43 -1.19 -0.80
H -4.28 -2.65 -0.03
H 1.48 -3.58 0.10
H 3.28 -4.15 1.69
H 4.43 -2.41 2.99
H 4.62 0.08 3.57
H 3.78 2.39 3.20
H 1.92 2.76 1.59
N -1.01 0.51 1.55
C -0.92 1.09 2.92
C -1.45 2.51 3.02
N -0.44 3.52 2.66
H -1.94 0.66 1.17
H -0.91 -0.50 1.61
H 0.12 1.08 3.23
H -1.48 0.46 3.61
H -1.73 2.67 4.06
H -2.37 2.59 2.42
H -0.78 4.44 2.89
H -0.29 3.53 1.65
Cl -4.29 0.17 -2.52
C -3.49 1.76 -2.36
C -2.01 1.60 -2.07
O -1.20 1.93 -2.93
O -1.73 1.10 -0.90
H -3.98 2.28 -1.54
H -3.62 2.29 -3.29
*
```


Result set for maximum force: 1.18, 0.86, 3.45, 3.02, 6.08, 1.17 eV Å⁻¹, one per record in the order listed.
Result set for E_tot: -323.1932, -362.5437, -709.1105, -1601.7041, -1721.5655, -3581.2415 hartree, one per record in the order listed.